DFT (ωB97M-V with the def2-TZVPD basis set) results for a 3-piece molecular cluster, C3H14N2O2 overall.

Summary:
**Total charge**: 0
**Strongest force on any atom**: 2.33 eV/A
**HOMO energy**: -8.2 eV
**E_tot**: -382.64067 Ha
**Orbital gap**: 8.853 eV
**LUMO level**: 0.7 eV
**2S+1**: 1
**SMILES**: CCNCN.O.O
**Energy above the lowest of the compared OMol25 structures with the same formula, charge and spin**: 1.6080 eV

Cartesian coordinates (Å):
C -1.801 -2.246 -0.286
C -1.398 -0.750 -0.307
N -0.807 -0.210 0.904
C 0.251 0.738 1.193
N 0.183 1.911 0.306
H -0.899 -2.854 -0.202
H -2.418 -2.514 -1.127
H -2.405 -2.416 0.610
H -0.745 -0.671 -1.174
H -2.337 -0.208 -0.453
H -1.085 -0.779 1.686
H 1.256 0.384 0.976
H 0.111 1.020 2.227
H 0.022 1.618 -0.650
H -0.503 2.618 0.506
H 2.450 3.340 2.097
H 3.025 2.386 1.233
O 3.030 2.567 2.163
H 0.860 -0.668 -3.090
H 1.779 -1.845 -3.690
O 1.430 -1.421 -2.923

Forces on atoms 1 to 3 (eV/Å):
0.715 0.800 1.600
-0.296 0.074 -0.477
-0.529 -1.388 1.192